1.
Formula: C27H39FN8O7PtSi
Source: the OMol25 dataset
Level of theory: wB97M-V/def2-TZVPD

Element x y z (Å)
O 1.87445 4.02925 0.80020
C 3.17611 -4.98485 5.16639
N 2.36238 0.57470 2.73671
C -3.57708 0.93026 -2.13398
H -1.14028 5.44263 -0.28053
C 1.06395 -0.64989 1.13607
H -1.15107 5.83027 -5.55951
H -5.32226 0.06311 -2.65808
H -1.81172 -0.51893 -6.07170
H 1.91144 -6.29992 6.20320
N 1.83681 -4.20673 3.29890
H 2.61907 -1.80369 3.93140
C 2.31936 0.75757 5.21406
H 1.90151 1.25280 -5.09885
N 1.85819 -5.68768 5.38872
H -2.32086 1.13481 -5.74492
C 1.84633 -0.63342 2.29899
H -0.04815 -1.90814 -0.21330
H 2.30951 -7.07179 3.89598
H 1.14363 -4.98312 5.58031
C -1.62000 5.03148 -2.30489
C -1.55138 5.79493 -3.45154
C -1.95680 0.21663 -5.27719
H 1.67956 1.63904 5.18423
Si -0.34754 0.50327 -4.37683
N -4.37693 -0.10793 -2.36238
H -2.74527 -0.15786 -4.62024
C -1.18623 5.21301 -4.67113
O 0.48338 3.33834 -0.74877
H 0.71770 1.63864 -6.35572
C -3.92006 -1.48229 -2.20284
H -2.84418 5.09977 -0.54955
H -3.57079 -1.65219 -1.18616
N -1.32125 3.72203 -2.42900
H 3.22793 -4.17349 5.88938
O -3.36008 3.21800 0.39370
H 3.97046 -5.69974 5.37169
O 0.11375 0.46894 -0.67869
N -2.57935 2.67813 1.15493
H 0.61827 -7.09877 4.40528
C 1.32287 1.75583 0.92222
N -0.54640 1.87152 -3.26919
C 0.99802 0.90294 -5.60141
H -3.53748 2.92094 -1.88558
C 1.45612 -6.45077 4.16083
N -4.00785 2.17535 -2.37735
C 2.07362 -1.82631 3.00024
F 0.30655 -4.17367 0.88985
H -0.42871 -1.10809 -2.48752
C 0.13520 -1.01663 -3.41526
H -3.11369 -1.70670 -2.90122
H 0.02640 -5.22731 3.09430
H 1.67931 -0.11846 5.32457
C 1.09262 -5.44456 3.06118
C 1.57639 -3.03776 2.55467
H -2.17263 6.65746 -1.06034
C 0.78461 0.56889 0.41266
H -0.07343 -1.89049 -4.03718
H 3.82110 -3.59379 3.65892
H 2.95730 0.83366 6.09383
H -0.51695 3.44023 -5.69481
H 1.20099 -1.01592 -3.18176
H -4.98031 2.33488 -2.58425
O -2.73069 2.54359 2.34334
C 0.54257 -1.87218 0.69127
H 3.86713 -0.16490 3.98426
C 1.23057 3.13301 0.31115
C 3.17767 0.67751 3.96346
H 3.66626 -5.23149 3.06181
C 3.20499 -4.48538 3.71873
H 3.78754 1.57137 3.85425
H -1.77946 6.84830 -3.38777
C -0.87583 3.14708 -3.58216
H 1.25148 -0.01617 -6.13710
H 1.31186 -5.90887 2.09709
O -1.50599 2.08445 0.65683
H -4.75837 -2.14178 -2.40562
C 2.09346 1.69075 2.05975
C -1.97160 5.59356 -0.97153
C 0.80080 -3.01926 1.37529
Pt -0.94975 2.07269 -1.31219
H 2.52789 2.61114 2.42971
O -2.38983 0.67376 -1.73724
C -0.83686 3.88444 -4.76508

Results
HOMO-LUMO gap   0.2585 hartree
Lowest unoccupied orbital energy   -5.299 eV
E   -68713.0983 eV
ΔE to the lowest compared entry with this formula, charge and spin   0.5425 eV
Highest occupied orbital energy   -12.33 eV
Total charge   +2

Atom charges from the Mulliken analysis, given in e for atoms 1 to 8: -0.68 -0.74 0.25 0.66 0.21 0.88 0.44 0.20

2.
Formula: C5H10O2
Source: the OMol25 dataset
Level of theory: wB97M-V/def2-TZVPD

Element x y z (Å)
H 2.24689 0.93080 -0.68905
C -0.63443 1.07212 -0.81833
C 2.14936 -0.13119 -0.45930
O 1.19028 -0.31083 0.59897
H -0.25190 2.01307 -0.40799
H -2.37223 -0.55139 1.18478
O -0.01935 -1.74303 -1.23260
C -0.53227 0.02487 0.24531
C -0.17272 -1.36045 -0.08464
H -0.08179 0.76708 -1.70453
H 3.13623 -0.50114 -0.13013
C -1.55287 0.16897 1.37720
H -1.13051 -0.10349 2.34165
H -1.67856 1.26489 -1.10852
H -2.03280 1.15568 1.44362
H -0.16483 -2.00102 0.81822
H 1.90150 -0.69496 -1.37466

Results
HOMO-LUMO gap   0.3625 hartree
Lowest unoccupied orbital energy   0.795 eV
E   -9439.5164 eV
ΔE to the lowest compared entry with this formula, charge and spin   3.5266 eV
Highest occupied orbital energy   -9.07 eV

Atom charges from the natural (NBO) analysis, given in e for atoms 1 to 8: 0.17 -0.68 -0.28 -0.56 0.23 0.24 -0.64 0.29

Q: Look up the lowest unoccupied orbital energy of the second one.
A: 0.795 eV

Q: What is the ΔE to the lowest compared entry with this formula, charge and spin in the second record?
A: 3.5266 eV

Q: ΔE to the lowest compared entry with this formula, charge and spin of number 1 (C27H39FN8O7PtSi)?
A: 0.5425 eV

Q: Which value of lowest unoccupied orbital energy does entry 2 give?
A: 0.795 eV